1.
30
Properties=species:S:1:pos:R:3:forces:R:3:mulliken_charge:R:1 method="wB97M-V/def2-TZVPD" homo_lumo_gap_ev="5.4 / 5.3" total_charge=-1 total_energy_ev=-103612.0994 homo_energy_ev="-3.9829 / -3.9779"
Pt 0.34640 -0.07950 -0.21680 0.451 -1.863 0.787 1.019
O -2.56010 5.55630 -0.02190 0.111 -0.241 0.100 -0.639
C -2.09640 4.43600 0.03670 -0.214 0.350 -0.012 0.492
C -2.53810 3.25580 -0.78750 -0.285 0.152 0.100 0.138
O -3.57930 3.17830 -1.42040 0.286 -0.098 -0.035 -0.674
C -1.48660 2.24940 -0.61110 0.484 0.504 -0.044 0.603
C -0.62190 2.63530 0.46940 -1.622 0.463 -0.643 0.881
O 0.26030 1.85810 0.93770 0.982 -1.641 -0.369 -0.974
C -0.97750 3.97510 0.93770 0.168 0.002 0.008 0.118
O -0.49350 4.62550 1.84940 0.118 -0.059 0.044 -0.690
O -1.31740 1.20760 -1.29760 -0.350 -0.318 -0.061 -0.887
Br 2.50910 2.62210 -1.27450 0.131 -0.148 0.264 -0.089
C 3.19710 1.00380 -0.57440 -0.453 0.634 -0.516 0.252
C 4.46450 0.96990 -0.02880 0.219 -0.259 -0.018 -0.435
C 5.00440 -0.26940 0.28790 -0.450 0.069 -0.221 -0.269
C 4.25050 -1.40980 0.03400 0.146 0.099 -0.044 -0.418
C 2.95690 -1.27120 -0.43160 -0.124 -0.194 -0.313 0.409
N 2.42180 -0.06720 -0.72810 -0.273 0.190 1.149 -0.356
C 2.05470 -2.49230 -0.65750 0.753 -0.172 0.226 0.430
O 2.58460 -3.57810 -0.83580 0.090 0.176 0.037 -0.682
O 0.81020 -2.25680 -0.60740 -1.228 1.641 0.043 -0.657
H 5.00770 1.88810 0.12550 0.015 0.047 -0.060 0.382
H 6.00180 -0.33340 0.69450 0.074 -0.053 0.078 0.419
H 4.63290 -2.40560 0.20250 -0.075 -0.033 0.009 0.448
N -2.85720 -0.58910 0.91010 0.048 0.130 0.063 -0.778
N -1.54800 -1.11670 0.63300 0.921 0.530 -0.305 -0.308
H -3.53920 -0.97690 0.26380 0.315 0.076 -0.003 0.250
H -2.84270 0.41860 0.75960 0.178 -0.241 -0.155 0.300
H -1.53880 -1.78820 -0.13680 -0.220 0.108 0.263 0.373
H -1.20460 -1.59100 1.47070 -0.197 0.149 -0.371 0.339


2.
54
Properties=species:S:1:pos:R:3:forces:R:3:mulliken_charge:R:1 method="wB97M-V/def2-TZVPD" homo_lumo_gap_ev=8.0 total_energy_ev=-78692.0149 homo_energy_ev=-7.4740
Zn -0.14018 0.28148 1.28846 0.028 -0.546 -0.906 1.328
O -1.88831 -0.46403 1.08766 -1.794 -0.857 -0.259 -0.607
H -2.72609 -0.67713 1.54290 1.088 0.347 -0.301 0.001
O 1.70849 0.85509 1.55307 0.958 0.229 -0.199 -0.739
H 2.39639 0.91938 0.86227 -0.786 -0.121 0.602 0.051
C -2.68793 2.13051 3.17377 0.889 -0.124 0.285 -1.395
C -1.16528 2.39648 3.01973 -2.024 -0.359 0.589 0.154
C -0.41359 1.38073 3.87731 0.610 0.694 -0.412 -0.833
O -0.45658 0.11660 3.26723 0.792 -1.305 2.608 -0.139
C 0.29538 -0.84402 4.07691 -0.313 0.341 -0.591 -0.952
N -0.83682 2.28204 1.59774 0.740 1.271 0.873 -0.455
H -3.33323 2.74835 2.54930 0.192 0.137 -0.035 0.422
H -2.94743 2.27684 4.22226 -0.239 -0.066 -0.020 0.405
H -2.81475 1.08732 2.88434 -0.287 0.023 0.036 0.198
H -0.89721 3.37579 3.41620 -0.086 0.210 0.066 0.332
H -0.82832 1.30291 4.88232 -0.186 0.237 0.103 0.576
H 0.62585 1.70257 3.94119 0.283 -0.021 0.127 0.387
H 1.36849 -0.65295 4.08001 0.069 0.248 -0.541 0.305
H 0.08832 -1.82882 3.65809 -0.026 0.110 0.110 0.255
H 0.01468 -0.80107 5.12927 -0.551 0.010 -0.045 0.356
H -1.52553 2.80210 1.07303 -0.356 -0.329 -0.260 0.254
H -0.00395 2.84953 1.53162 0.654 -0.216 -0.640 0.297
C 1.38498 -3.74081 -0.23405 0.335 -0.429 -0.637 -1.524
C 0.66228 -2.44624 -0.54304 0.488 -0.059 -0.687 0.704
C -0.72329 -2.55503 -1.21225 0.392 -0.724 -0.598 -0.353
O -0.57260 -3.36048 -2.40476 0.199 -0.500 0.492 -0.370
C -1.50937 -3.17423 -3.46917 1.490 0.273 0.639 -0.705
N 0.59515 -1.75327 0.72347 -0.715 0.437 0.332 -0.351
H 2.40466 -3.48205 0.05126 0.088 0.050 0.179 0.403
H 1.49936 -4.41233 -1.08497 -0.390 -0.186 0.074 0.382
H 0.92381 -4.20887 0.63564 -0.095 -0.413 -0.197 0.383
H 1.31931 -1.88219 -1.20505 -0.150 0.193 -0.172 -0.613
H -1.11174 -1.56867 -1.46582 -0.042 0.091 0.217 0.299
H -1.41535 -3.07028 -0.54617 -0.221 0.190 0.194 0.353
H -1.26767 -2.16366 -3.79847 -1.069 0.288 -0.438 0.272
H -2.54226 -3.40222 -3.20600 -0.084 0.432 0.154 0.274
H -1.20866 -3.85225 -4.26789 0.025 -0.085 0.092 0.246
H 0.04330 -2.38119 1.29028 -0.312 0.253 0.587 0.305
H 1.50764 -1.68645 1.15127 0.317 0.000 -0.037 0.363
C 3.04332 0.92374 -3.71419 -0.918 0.658 0.179 -1.345
C 2.07274 0.63318 -2.58478 1.596 -1.040 1.319 0.281
O 0.96690 1.49092 -2.63980 -1.991 0.929 -0.317 -0.297
C 0.01248 1.55888 -1.69184 -0.775 0.160 0.685 0.344
O -0.12465 0.80678 -0.72380 0.414 2.490 -4.100 -0.322
O -0.85972 2.66414 -1.94543 1.260 -2.184 0.661 -0.321
C -0.75777 3.46290 -3.13767 0.326 -0.597 -0.778 -0.662
H 3.64451 1.79477 -3.45345 0.310 -0.226 -0.260 0.328
H 2.42482 1.19026 -4.57123 0.211 -0.085 -0.285 0.304
H 3.60952 0.02131 -3.94469 0.219 0.322 0.063 0.387
H 2.52109 0.81616 -1.60825 0.296 -0.150 0.064 0.167
H 1.89401 -0.44170 -2.61282 -1.074 0.126 -0.006 0.033
H 0.18784 4.00248 -3.19027 -0.231 0.302 0.336 0.282
H -1.65222 4.07719 -3.24117 0.248 0.280 0.846 0.286
H -0.80490 2.89933 -4.06947 0.197 -0.706 0.208 0.266


3.
42
Properties=species:S:1:pos:R:3:forces:R:3:mulliken_charge:R:1 method="wB97M-V/def2-TZVPD" multiplicity=4 s_squared=3.75 homo_lumo_gap_ev="9.3 / 9.3" total_energy_ev=-51383.5638 homo_energy_ev="-9.5006 / -9.5031"
Nd 0.89303 0.23723 -0.37999 0.412 0.620 0.151 1.578
C -3.62475 1.01488 -1.39181 0.017 0.109 0.021 -1.221
C -2.34600 0.55606 -1.70748 0.028 -0.090 -0.036 -0.109
N -1.52916 0.69149 -0.66256 -0.320 0.192 0.078 0.158
N -2.25469 1.26762 0.32625 0.202 -0.127 0.059 -0.171
C -3.51051 1.46968 -0.09087 -0.078 0.018 0.058 -0.049
B -1.62583 1.60021 1.69688 -0.210 0.227 0.224 0.025
N -1.09642 0.31079 2.36050 0.021 0.025 -0.253 -0.177
C -1.45538 -0.23298 3.52998 -0.076 0.053 0.049 -0.047
C -0.72164 -1.38766 3.72602 0.033 0.066 0.045 -1.221
C 0.09858 -1.46775 2.60020 0.032 -0.073 -0.058 -0.108
N -0.14364 -0.45244 1.77104 -0.176 0.077 0.333 0.157
N -0.47041 2.64525 1.53065 0.086 -0.276 -0.175 0.174
C -0.41361 3.87256 2.05962 -0.127 0.023 0.056 -0.026
C 0.76471 4.48222 1.66829 -0.055 -0.016 0.040 -1.043
C 1.38866 3.52166 0.87809 0.067 -0.018 -0.067 -0.250
N 0.64903 2.41567 0.79128 -0.227 0.433 0.365 -0.238
H -4.49614 1.03287 -2.02407 0.052 0.009 0.034 0.390
H -1.96995 0.15794 -2.63875 -0.051 -0.001 0.019 0.446
H -4.22723 1.92817 0.57288 0.003 -0.042 -0.080 0.442
H -2.46873 2.09621 2.40791 0.148 -0.097 -0.122 -0.127
H -2.20476 0.25246 4.13628 0.052 -0.086 -0.003 0.442
H -0.75994 -2.05867 4.56731 0.010 0.038 -0.051 0.390
H 0.86465 -2.18992 2.35759 -0.042 -0.007 0.032 0.450
H -1.22594 4.22317 2.67730 0.084 0.027 -0.030 0.431
H 1.11353 5.46950 1.91863 -0.016 -0.060 -0.012 0.382
H 2.33662 3.57503 0.36415 -0.002 0.032 0.019 0.454
O -0.12831 -0.47138 -4.47232 0.002 0.125 -0.095 -0.615
C 0.53262 -0.45417 -3.45815 0.062 0.501 0.407 0.202
O 0.76118 0.55475 -2.65273 -0.365 -0.484 -0.485 -0.669
C 1.20196 -1.71986 -2.96329 0.227 -0.255 -0.053 0.654
C 1.61032 -2.76694 -3.76444 0.024 -0.211 0.054 -0.729
C 2.36104 -3.77711 -3.16954 0.045 -0.082 -0.081 -0.141
C 2.70134 -3.71716 -1.82103 -0.091 -0.104 -0.176 -0.733
C 2.25058 -2.63251 -1.09819 0.045 -0.128 -0.349 0.638
N 1.49986 -1.69785 -1.67080 0.257 -0.290 -0.254 -0.112
C 2.66392 -2.30780 0.32078 -0.093 0.627 0.164 0.235
O 3.00225 -3.19087 1.07674 0.114 0.021 0.099 -0.618
O 2.57508 -1.02262 0.55748 -0.067 -0.758 0.082 -0.674
H 1.36480 -2.76446 -4.81711 0.011 -0.016 0.018 0.501
H 2.72091 -4.60061 -3.77371 -0.021 -0.004 0.005 0.428
H 3.31836 -4.46269 -1.33902 -0.019 0.004 -0.030 0.500


4.
42
Properties=species:S:1:pos:R:3:forces:R:3:mulliken_charge:R:1 method="wB97M-V/def2-TZVPD" homo_lumo_gap_ev=8.1 total_energy_ev=-27432.0627 homo_energy_ev=-8.0942
N 0.03644 -3.42534 0.39661 -0.872 1.691 0.001 -0.623
N 2.10105 -1.74784 3.48819 -0.825 -0.135 -1.346 -0.913
N 1.29962 3.22921 0.65222 -0.613 1.631 -1.262 -0.595
O -1.10601 0.24452 -2.79036 -1.306 -0.494 -0.094 -0.363
C 0.43309 -4.17052 1.39746 1.327 1.298 -0.359 -0.351
C 1.41174 -2.30670 2.52781 0.532 -4.961 0.158 -1.087
C 1.90185 -0.44346 3.07669 1.978 -0.192 3.947 -0.661
C 0.82209 -1.47603 1.49957 -0.065 -2.173 0.380 0.662
C 1.14846 -0.25461 2.05602 -2.135 4.252 -4.322 0.900
C 0.18461 -2.02699 0.40891 -0.496 -1.078 1.272 -0.092
C 1.68830 2.09337 1.15949 0.141 -1.229 1.082 -0.255
C 0.00687 3.47579 0.40377 0.650 -4.259 2.456 -0.842
C -0.65706 1.36338 1.38692 1.145 0.125 0.288 -0.036
C 0.74021 1.09145 1.56335 -0.496 -0.006 -0.404 0.029
C -1.00901 2.56726 0.80816 1.791 1.014 -1.238 1.252
N 1.21887 -3.74338 2.44952 0.206 0.750 -0.331 -0.037
N -0.35909 -1.19278 -0.56508 0.513 0.502 -1.069 0.542
C -2.39229 2.85322 0.44083 -0.999 0.438 -0.563 -1.767
C -1.87831 -0.93943 -2.59051 1.272 -1.727 0.686 -0.534
C -1.72867 -1.41723 -1.11462 2.158 -1.771 -0.699 -0.569
C 0.77679 1.62695 -2.72786 0.670 -0.687 0.865 -1.368
C 0.72396 -0.53490 -1.38277 0.973 -0.568 2.079 -0.398
C 0.29201 0.10531 -2.66678 0.679 1.354 -1.714 0.434
H 0.16795 -5.18607 1.22626 0.278 -0.970 0.739 0.447
H 2.15396 0.36844 3.66799 1.065 1.223 1.322 0.596
H 2.82849 2.03987 1.22362 -1.762 -0.680 0.261 0.393
H -0.22251 4.22692 -0.23342 -0.646 2.779 -1.471 0.590
H -1.51505 0.69943 1.66482 1.323 0.181 -0.123 0.334
H 1.79576 -4.39863 3.07826 -1.616 1.491 -1.320 0.331
H -2.70743 2.59665 -0.57492 0.429 -0.316 -0.028 0.269
H -2.98821 2.30663 1.11443 -1.242 -0.725 0.711 0.476
H -2.68309 3.88244 0.54697 0.121 0.641 0.202 0.449
H -2.96395 -0.73458 -2.62527 0.720 0.212 -0.952 0.326
H -1.53911 -1.81750 -3.28591 -0.678 1.717 0.801 0.269
H -1.73372 -2.52759 -1.02336 -1.234 0.613 -0.349 0.392
H -2.52768 -0.93635 -0.57459 0.121 0.219 0.870 0.226
H 0.23902 2.29054 -1.99074 0.160 -0.999 -0.886 0.156
H 0.67336 1.96115 -3.74058 -0.475 0.424 -0.495 0.466
H 1.85599 1.80800 -2.49657 -0.653 -0.724 -0.029 0.366
H 1.57124 -1.23978 -1.54405 -0.798 -0.075 -0.307 0.294
H 1.23759 0.18355 -0.71119 -0.638 0.142 -0.440 0.016
H 0.70186 -0.49438 -3.59930 -0.704 1.069 1.681 0.274


5.
13
Properties=species:S:1:pos:R:3:forces:R:3:mulliken_charge:R:1 method="wB97M-V/def2-TZVPD" homo_lumo_gap_ev="6.8 / 8.5" total_energy_ev=-6782.1271 homo_energy_ev="-6.9675 / -7.9582"
C -0.70749 1.52242 -0.22088 -0.010 1.159 -0.343 -0.373
C -0.94995 -0.95236 -0.48108 -0.227 -0.593 1.046 -0.474
C 0.47864 -1.17398 -0.05200 0.196 -0.427 -0.219 -0.310
C 1.21579 0.12814 -0.35662 0.307 -0.124 0.161 -0.371
N 0.18258 0.81346 0.44494 0.454 0.168 0.624 -0.133
C -0.44062 -0.43749 0.84441 -0.114 0.240 0.263 -0.447
H -1.56917 1.87016 0.35521 -0.134 -0.429 -0.649 0.246
H -0.22229 2.15993 -0.93798 -0.561 0.572 -0.518 0.316
H -1.57302 -1.84019 -0.35140 -0.065 0.070 -0.510 0.191
H 0.97451 -2.08366 0.22359 0.008 -0.490 -0.502 0.356
H 2.16121 0.28381 0.14743 0.310 -0.356 -0.017 0.263
H 1.30294 0.35651 -1.43505 -0.297 0.300 0.527 0.323
H -0.86696 -0.60517 1.81860 0.134 -0.091 0.134 0.411


6.
26
Properties=species:S:1:pos:R:3:forces:R:3:mulliken_charge:R:1 method="wB97M-V/def2-TZVPD" homo_lumo_gap_ev="7.5 / 7.1" total_energy_ev=-14139.8682 homo_energy_ev="-7.1703 / -7.4330"
C -2.41964 -1.34192 2.01485 3.285 1.508 -2.831 -0.682
C -2.69363 -0.00224 2.13196 0.824 -1.749 -1.129 -0.692
C -1.38400 -1.78102 1.14238 0.623 -1.611 0.121 -0.730
C -2.05338 0.88743 1.32378 1.294 -0.486 -0.256 -0.497
C -0.62224 -0.87052 0.38999 -0.301 1.041 0.069 1.167
C -1.03269 0.52498 0.52650 1.835 -1.320 -1.746 0.202
C 2.00329 0.72490 0.01539 -3.253 -0.805 -2.134 -1.379
C 1.02255 1.87207 0.29602 -0.875 0.955 2.572 -0.170
C 0.47193 -1.20767 -0.50224 -1.841 2.991 1.306 -1.726
C 0.07726 0.97100 -1.50500 3.697 -1.474 2.455 -1.160
C 1.21047 -0.01798 -1.12492 -0.600 -1.723 -1.106 2.264
C 1.89123 -0.62189 -2.37769 -0.601 3.628 0.573 -1.889
N -0.30001 1.53987 -0.30053 -1.759 -0.987 1.218 -0.154
H -2.96611 -1.99058 2.53276 -1.985 -2.778 2.122 0.548
H -3.44159 0.26630 2.76152 -2.132 1.046 1.758 0.491
H -1.02691 -2.89007 1.04503 -1.136 2.018 0.408 0.213
H -2.21824 1.88863 1.28875 -1.011 2.863 0.308 0.551
H 2.90483 0.97763 -0.35753 3.082 1.411 -1.172 0.537
H 2.16978 -0.06600 0.68940 -0.015 -0.177 1.865 0.351
H 0.92648 2.01006 1.45158 -0.053 0.181 -2.124 0.266
H 1.09976 2.84726 -0.23541 1.508 -0.612 0.787 0.311
H 0.59286 -2.21185 -0.75831 0.475 -1.393 -0.631 0.460
H -0.41073 0.71463 -2.35152 -2.490 -0.161 -2.228 0.411
H 1.19292 -0.84449 -3.15689 -0.687 0.315 -0.521 0.389
H 2.39028 -1.48740 -2.25019 1.781 -2.995 1.081 0.481
H 2.61553 0.10888 -2.68970 0.335 0.315 -0.768 0.438